Formula: C23H44BNNbO12
Source: the OMol25 dataset
Level of theory: ωB97M-V/def2-TZVPD

```
82
Properties=species:S:1:pos:R:3:forces:R:3
C 0.34869 1.51469 -5.69565 0.1 0.2 0.0
N -0.38757 0.45048 -5.03826 -0.6 0.4 0.1
C 0.00217 0.18649 -3.65269 0.5 -0.5 1.3
Nb -1.51358 1.29657 -2.38616 -0.1 0.9 -2.2
C -0.87065 3.43825 -2.56467 -0.5 0.5 0.3
B 0.46286 3.41442 -1.86797 0.4 -0.4 0.4
O 1.65707 3.15482 -2.56156 0.0 0.4 -0.7
O 0.54477 3.68387 -0.50362 0.3 0.7 0.3
H -0.12235 1.71690 -6.65913 0.1 0.1 0.0
H 1.38002 1.19408 -5.87876 0.0 0.0 0.0
H 0.40914 2.45161 -5.12395 0.0 -0.1 0.0
H -1.37948 0.67762 -5.09077 -0.1 -0.2 -0.1
H 1.00274 0.59860 -3.47465 0.0 0.0 0.0
H 0.07821 -0.87971 -3.46256 0.0 -0.1 0.0
H -2.92410 1.40261 -3.63170 -0.4 -0.1 0.1
H -2.15988 -0.30875 -1.77265 0.1 0.2 0.3
H -0.27564 1.19530 -0.99207 -0.3 -0.2 -0.1
H -2.60263 1.77008 -0.98230 0.7 -0.6 0.1
H -0.90685 3.68404 -3.63036 0.0 -0.3 -0.1
H -1.56838 4.05268 -1.98799 -0.2 -0.1 -0.1
H 2.02566 2.29335 -2.40716 0.3 -0.4 0.4
H 0.53410 2.90302 0.04767 -0.2 -0.4 0.1
O -1.45760 1.28260 2.34781 -0.1 0.0 0.2
C -0.49643 1.91143 2.66198 0.2 0.2 0.1
O 0.63127 1.93358 1.90651 0.1 0.0 0.0
C 1.66522 2.70379 2.54533 -0.1 0.0 0.2
C 0.93997 3.62832 3.52895 -0.1 -0.2 -0.2
C -0.27332 2.77763 3.89887 -0.1 0.0 -0.2
H 2.33165 2.00539 3.05768 0.0 0.0 0.0
H 2.21712 3.21658 1.76230 0.0 0.1 0.0
H 1.55311 3.93104 4.37404 0.0 -0.1 0.0
H 0.61521 4.52679 3.00536 0.0 0.0 0.0
H -0.08196 2.10964 4.74161 0.0 0.0 0.0
H -1.18719 3.33015 4.10854 0.1 0.0 0.0
O 0.37741 5.44781 6.13615 0.0 -0.1 -0.1
C -0.57297 5.60270 6.83998 -0.2 0.1 0.2
O -0.51785 6.38422 7.95115 0.0 0.0 0.0
C -1.75509 6.32630 8.67850 0.0 -0.1 -0.1
C -2.80849 5.89373 7.65336 0.3 0.0 0.0
C -1.97546 5.01935 6.71504 0.1 0.1 0.0
H -1.64207 5.59565 9.48197 0.0 0.0 0.0
H -1.91709 7.30836 9.11353 -0.1 0.0 0.0
H -3.65517 5.38805 8.10954 0.0 -0.1 0.0
H -3.17879 6.76588 7.11543 0.0 0.0 0.0
H -1.92625 3.97836 7.04121 0.0 0.0 0.0
H -2.28402 5.02395 5.67282 0.0 0.0 0.0
O -3.57424 -3.94674 4.52784 0.0 -0.1 -0.2
C -2.96159 -3.39589 3.65221 0.0 0.0 0.0
O -2.22804 -2.29569 3.89495 0.1 0.2 -0.1
C -1.66859 -1.76708 2.66196 -0.1 -0.2 0.0
C -1.64312 -2.95496 1.70310 -0.2 0.1 0.1
C -2.86214 -3.74743 2.17304 0.0 0.0 0.2
H -2.30397 -0.95706 2.30631 0.0 0.0 0.0
H -0.69216 -1.35656 2.90005 0.0 0.0 0.0
H -1.67809 -2.63335 0.66493 -0.1 0.0 0.0
H -0.74730 -3.54993 1.84640 0.2 -0.1 0.0
H -3.78766 -3.41218 1.69815 0.0 0.0 0.0
H -2.79373 -4.82590 2.05600 0.0 0.0 0.0
O 0.98872 -3.02901 -3.69174 0.3 0.0 -0.5
C 1.50284 -3.03272 -4.77401 0.0 -0.1 0.1
O 2.03865 -4.19570 -5.28344 -0.1 0.3 0.1
C 2.67062 -3.94726 -6.54496 0.0 0.1 0.1
C 2.02130 -2.67365 -7.08206 -0.1 0.0 0.2
C 1.69698 -1.90895 -5.79510 -0.2 -0.4 0.1
H 3.74160 -3.81533 -6.37159 0.0 0.0 0.0
H 2.51709 -4.83167 -7.15773 0.0 0.0 -0.1
H 2.66998 -2.13900 -7.77175 0.0 0.1 0.0
H 1.09793 -2.92187 -7.60535 0.0 0.0 0.0
H 2.53332 -1.29200 -5.45966 0.0 0.0 0.1
H 0.80585 -1.27367 -5.83614 0.1 -0.1 0.1
O 0.84923 -5.98365 1.02964 -0.1 0.3 0.0
C 1.42062 -6.04842 -0.01826 0.1 -0.2 -0.1
O 1.96660 -7.22833 -0.42173 0.0 0.0 -0.1
C 2.68310 -7.05588 -1.65167 0.0 0.1 0.0
C 2.09353 -5.80451 -2.30239 -0.1 -0.1 0.3
C 1.69115 -4.98430 -1.07524 -0.1 -0.2 0.1
H 3.74178 -6.93305 -1.40923 0.0 0.0 0.0
H 2.55935 -7.97173 -2.22401 0.0 0.0 -0.1
H 2.78329 -5.30691 -2.97548 0.0 0.1 0.0
H 1.20447 -6.05972 -2.87701 0.0 0.0 0.0
H 2.50399 -4.35555 -0.70452 0.0 0.0 0.0
H 0.82311 -4.34668 -1.21220 0.0 0.0 0.0
```
Forces are in eV/Å.

Summary:
largest force on an atom: 2.35 eV/A
charge: -1
HOMO-LUMO gap: 6.6 eV

***

Formula: C4H16N2O2
Source: the OMol25 dataset
Level of theory: ωB97M-V/def2-TZVPD

```
24
Properties=species:S:1:pos:R:3:forces:R:3
C -1.59341 -1.72573 -1.36940 -0.6 1.1 1.3
C -0.68586 -1.07178 -0.34828 1.6 -2.6 1.4
N 0.75852 -1.21680 -0.75610 -0.8 3.2 2.8
C -1.04640 0.36749 -0.03587 0.5 -0.5 1.4
C -0.41937 0.74941 1.37423 -2.8 0.7 2.4
N 0.56965 1.78010 1.31332 4.2 0.2 0.8
H -2.61464 -1.62872 -0.90407 0.7 -0.5 -1.3
H -1.38689 -1.09740 -2.19418 -0.9 1.0 -1.4
H -1.31268 -2.68475 -1.77055 -0.1 -0.8 0.7
H -0.64861 -1.69690 0.59746 -0.9 0.9 -0.7
H 1.01144 -0.32680 -1.14583 0.5 0.5 -0.2
H 0.79694 -1.81122 -1.48581 0.3 -2.8 -2.9
H -2.12869 0.50235 -0.08498 0.0 -0.2 0.5
H -0.69679 1.03353 -0.82969 0.4 0.1 0.2
H -1.26323 1.17009 2.17288 1.3 -0.8 -2.4
H -0.09366 -0.06936 2.09148 0.0 0.3 -1.7
H 0.84344 2.14407 0.40757 -0.9 -0.2 -0.3
H 1.55271 1.47432 1.66894 -2.5 0.4 -0.4
O 1.32172 -2.27714 2.09106 -1.7 1.0 1.3
H 2.01628 -2.78971 1.77863 1.9 -1.8 -0.7
H 1.40205 -1.51068 1.53281 -0.3 0.6 -0.6
O 0.44270 3.09405 -2.03630 1.3 -4.4 -1.4
H 0.17515 3.90258 -1.74452 -0.5 3.6 1.2
H 1.40480 2.99392 -2.15279 -0.8 0.7 0.2
```
Forces are in eV/Å.

Summary:
energy relative to the best compared isomer or geometry (same formula, charge and spin): 194.09 kJ/mol
largest force on an atom: 4.80 eV/A
HOMO-LUMO gap: 9.2 eV
SMILES: C[C@@H](N)CCN.O.O

***

Formula: CHBr4O2P
Source: the OMol25 dataset
Level of theory: ωB97M-V/def2-TZVPD

```
9
Properties=species:S:1:pos:R:3:forces:R:3
C 0.36165 0.81272 2.56146 0.2 0.8 -0.3
O -0.94201 -0.48005 -3.29669 1.0 2.8 -0.6
O -0.57688 1.48577 2.35270 0.8 0.0 -0.1
P -0.22671 0.30628 -2.13755 0.1 0.0 1.5
Br -1.36913 -0.38183 -0.28822 -0.7 0.3 -0.3
Br 0.22685 -0.83110 3.44842 0.2 -0.6 0.2
Br 2.24271 1.28211 2.06255 -1.2 -0.2 0.2
Br 1.53319 -0.85999 -1.32142 0.5 -0.1 -0.8
H -1.24967 -1.33393 -3.38124 -0.9 -3.1 0.2
```
Forces are in eV/Å.

Summary:
energy relative to the best compared isomer or geometry (same formula, charge and spin): 36.85 kJ/mol
largest force on an atom: 3.24 eV/A
HOMO-LUMO gap: 9.7 eV

***

Formula: C3H5ClP
Source: the OMol25 dataset
Level of theory: ωB97M-V/def2-TZVPD

```
10
Properties=species:S:1:pos:R:3:forces:R:3
C 1.59882 -0.67060 0.12512 -1.6 1.5 -0.4
C 1.24336 0.17648 1.09697 1.0 0.6 1.8
C -1.53373 -0.19171 -0.36511 -1.0 -1.5 3.3
P 0.17454 0.43081 -0.24090 1.5 0.7 -1.5
Cl 0.46875 2.41708 -1.53318 -0.6 -3.4 2.1
H 2.30376 -1.45748 -0.17433 -0.4 0.5 0.1
H 1.58862 0.53679 2.14278 -0.8 -0.8 -2.0
H -2.01104 0.16569 -1.21766 -0.9 1.5 -1.2
H -2.14338 -0.12941 0.65219 1.3 1.0 -2.1
H -1.68970 -1.27764 -0.48588 1.4 0.0 -0.2
```
Forces are in eV/Å.

Summary:
energy relative to the best compared isomer or geometry (same formula, charge and spin): 112.79 kJ/mol
largest force on an atom: 4.02 eV/A
charge: +1
HOMO-LUMO gap: 9.5 eV

***

Formula: CH3FIN
Source: the OMol25 dataset
Level of theory: ωB97M-V/def2-TZVPD

```
7
Properties=species:S:1:pos:R:3:forces:R:3
N 0.39123 0.22209 -0.10384 4.4 -0.7 1.8
C -0.49168 -0.73159 -0.23769 -4.6 -3.3 0.9
F -0.46969 -1.80884 0.78617 0.5 2.2 -2.3
I -0.49691 -1.72209 -2.32331 0.1 0.0 0.9
H 1.43709 0.04601 -0.15324 -2.1 0.2 -0.1
H 0.07475 1.03015 -0.50790 -0.4 2.5 -1.0
H -1.58404 -0.32102 -0.18952 2.2 -0.9 -0.2
```
Forces are in eV/Å.

Summary:
energy relative to the best compared isomer or geometry (same formula, charge and spin): 31.78 kJ/mol
largest force on an atom: 5.76 eV/A
HOMO-LUMO gap: 9.6 eV
SMILES: N[C@H](F)I

***

Formula: C20H15F7MnN4O8S3
Source: the OMol25 dataset
Level of theory: ωB97M-V/def2-TZVPD

```
58
Properties=species:S:1:pos:R:3:forces:R:3
Mn -0.24580 -0.41301 -0.18921 0.1 -0.4 -2.5
F -2.25732 -0.21491 3.86063 -0.1 0.0 0.0
C -3.24021 -0.04015 2.97435 0.2 0.0 0.0
F -3.67584 1.21161 3.05737 0.1 0.0 -0.1
F -4.23790 -0.86577 3.26264 0.0 0.1 -0.1
S -2.59162 -0.38999 1.26771 -1.2 -0.3 1.5
O -1.34607 0.40404 1.25208 0.4 -0.3 -0.4
O -3.62327 0.01750 0.38329 -0.1 0.0 -0.1
N -2.37197 -1.92379 1.46578 -0.1 0.1 -0.5
S -1.22785 -2.94037 1.17770 0.6 -0.1 1.1
O -1.68867 -4.26579 0.97635 -0.2 0.0 0.0
O -0.12752 -2.49475 0.31141 -0.1 0.8 0.1
C -0.34815 -2.86172 2.82420 0.1 0.4 -0.2
F 0.16104 -1.61123 2.89528 0.0 -0.2 0.2
F -1.15367 -3.04890 3.85528 -0.1 -0.1 -0.1
F 0.66160 -3.72003 2.90715 0.0 -0.1 -0.2
N 1.78375 -0.30387 -0.88526 -0.2 -0.1 0.3
S 3.03460 0.61333 -1.25993 -0.1 -0.5 0.0
C 4.49393 -0.22258 -0.57005 -0.3 0.1 0.0
C 4.30190 -1.26804 0.31607 0.0 0.1 0.0
C 5.41127 -1.90153 0.85981 0.1 0.0 0.0
C 6.68810 -1.47421 0.52971 0.0 0.0 0.0
C 6.86481 -0.41604 -0.35215 0.0 0.1 0.0
C 5.76544 0.21713 -0.90800 0.0 0.1 0.0
C 3.42395 0.35526 -2.99777 -0.2 0.1 0.2
C 3.17379 1.38784 -3.88756 0.0 0.1 0.1
C 3.45144 1.19694 -5.23276 0.0 0.0 -0.1
C 3.97047 -0.01226 -5.67237 -0.2 0.0 0.1
C 4.18302 -1.04930 -4.77349 0.0 -0.1 0.0
C 3.90619 -0.87191 -3.42991 0.1 0.0 0.0
H 1.87357 -1.22498 -1.31294 0.2 -0.1 0.1
H 3.29974 -1.57724 0.58010 0.0 0.0 0.0
H 5.27284 -2.72706 1.54514 0.0 0.0 0.0
H 7.55098 -1.96042 0.96531 0.0 0.0 0.0
H 7.86188 -0.08293 -0.60791 0.0 0.0 0.0
H 5.89366 1.03555 -1.60642 0.0 0.0 0.0
H 2.76745 2.32614 -3.53025 0.0 0.0 0.0
H 3.26082 1.98976 -5.94390 0.0 0.0 0.0
H 4.17287 -0.15856 -6.72292 0.0 0.0 -0.1
H 4.55485 -2.00231 -5.12363 0.0 0.0 0.0
H 4.08026 -1.67604 -2.72454 0.0 0.0 0.0
F 0.46192 -2.73365 -6.58735 0.0 0.1 -0.1
C -0.35654 -1.73039 -6.23675 0.0 -0.3 0.2
C -1.07431 -1.81005 -5.10944 0.2 -0.1 -0.3
N -1.96205 -0.83532 -4.74153 0.0 0.4 0.3
C -2.66626 -0.93830 -3.47336 0.2 0.0 0.2
C -1.77458 -0.69670 -2.25083 0.2 0.2 -0.7
O -1.98076 -1.39816 -1.23598 0.5 0.4 0.7
O -0.86467 0.16848 -2.28957 0.1 0.1 0.4
C -2.06571 0.35313 -5.45158 -0.2 -0.2 0.0
O -2.79272 1.26333 -5.12894 0.1 0.0 0.0
N -1.30584 0.38540 -6.60610 0.0 0.1 0.0
C -0.46263 -0.58830 -7.13023 0.0 0.1 -0.2
O 0.08223 -0.44583 -8.20224 0.1 -0.1 0.2
H -0.99855 -2.67534 -4.46396 0.0 0.0 0.0
H -3.11750 -1.92396 -3.38088 0.0 0.0 0.0
H -3.44351 -0.17785 -3.47984 -0.1 0.0 0.1
H -1.40176 1.22900 -7.15188 0.0 0.0 0.0
```
Forces are in eV/Å.

Summary:
energy relative to the best compared isomer or geometry (same formula, charge and spin): 140.70 kJ/mol
largest force on an atom: 2.53 eV/A
expectation value of S²: 1.164
2S+1: 2
HOMO-LUMO gap (alpha / beta): 8.9 / 9.0 eV

***

Formula: C6H16N2O4
Source: the OMol25 dataset
Level of theory: ωB97M-V/def2-TZVPD

```
28
Properties=species:S:1:pos:R:3:forces:R:3
C 0.83295 2.47162 1.66282 0.0 1.7 1.1
C 1.37923 0.89527 3.25188 2.7 0.5 -0.6
C 0.76970 0.16879 1.05132 1.5 1.2 1.1
C -2.18192 -1.11550 -3.38615 -4.7 -3.4 0.2
C 0.18232 -0.70624 -3.43067 -1.8 -1.2 -0.6
C -1.12213 -0.62239 -2.58987 4.4 0.8 -0.2
N 1.01278 0.45017 4.63809 1.1 -1.3 0.5
N -1.01487 -1.51289 -1.36597 0.3 1.4 -0.2
O 0.72281 2.05014 2.98791 -1.5 -1.3 2.0
O 0.53064 1.49018 0.77196 -0.1 -4.1 -1.2
O 1.05371 -0.18313 2.35712 -0.6 1.5 0.5
O 0.86483 -0.70619 0.25921 -0.5 0.3 -0.5
H 0.02647 3.20125 1.46375 1.1 0.3 0.5
H 1.87619 2.74717 1.69884 0.3 0.8 -1.6
H 2.55493 0.95871 3.21842 -2.1 0.2 0.1
H -1.91670 -2.20467 -3.72123 -0.8 1.8 0.7
H -3.20844 -1.10865 -2.78560 1.9 -0.4 -1.1
H -2.47528 -0.62426 -4.27306 0.3 1.0 -1.0
H 1.00807 -0.36844 -2.86657 1.3 0.0 0.3
H -0.05096 -0.02067 -4.20996 0.3 1.0 -0.7
H 0.27096 -1.65682 -4.03700 0.3 0.6 1.3
H -1.08105 0.43143 -2.29543 -0.9 -0.2 0.5
H 0.03913 0.64607 4.86948 -0.4 -0.2 -0.1
H 1.59941 0.77870 5.44818 -0.3 0.4 -1.1
H 1.23138 -0.57337 4.63138 -0.8 0.5 0.2
H -0.49390 -2.38551 -1.66631 -1.7 0.6 0.8
H -1.99986 -1.46144 -1.03582 0.8 -1.6 0.1
H -0.41041 -1.03931 -0.64675 -0.4 -0.7 -0.8
```
Forces are in eV/Å.

Summary:
largest force on an atom: 5.81 eV/A
charge: +2
HOMO-LUMO gap: 11.3 eV